Entry 1:
Computed, not measured: C7H14BrClN2 in the gas phase, with the ωB97M-V functional and the def2-TZVPD basis.

Output
E_tot	-3418.619789	a.u.
E_HOMO (alpha / beta)	-7.38 / -7.38	eV
orbital gap (alpha / beta)	0.2828 / 0.2830	Eh
energy relative to the best compared isomer or geometry (same formula, charge and spin)	2.4977	eV
net charge	0

Geometry (Å):
Br: -1.641 -2.223 0.310
Cl: 1.195 0.150 2.489
N: 1.306 0.230 0.759
N: -0.938 -0.708 -0.484
C: 0.284 1.212 0.341
C: 2.114 -0.915 -1.266
C: 1.619 -2.239 0.839
C: -1.917 0.688 1.362
C: 1.380 -0.957 0.068
C: -1.134 0.603 0.001
C: -1.922 1.441 -1.040
H: 0.255 2.020 1.078
H: 0.689 1.910 -0.547
H: 1.522 -1.516 -2.102
H: 1.665 -2.962 0.150
H: -2.331 1.597 1.413
H: 0.725 -2.264 1.479
H: 2.399 -2.301 1.602
H: -2.334 2.204 -0.569
H: -1.299 1.707 -1.786
H: 3.055 -1.392 -1.039
H: -1.275 0.589 2.312
H: -2.775 0.941 -1.475
H: -2.747 0.053 1.461
H: 2.030 0.113 -1.600

Forces on the atoms, in the same order (eV/Å):
Br -0.51 0.16 0.40
Cl 0.52 -0.56 0.15
N -1.20 1.07 0.12
N 2.85 -1.19 -1.51
C 1.59 2.62 -2.66
C -3.44 -0.73 -1.10
C -1.75 3.69 2.64
C 2.97 -1.94 0.96
C -0.20 -0.30 0.32
C -1.10 -0.81 2.54
C 0.41 -4.07 0.76
H -0.27 -0.51 0.32
H -0.65 -2.15 1.17
H 1.26 0.91 1.96
H 0.10 -3.10 -2.19
H -1.34 3.84 0.30
H -0.07 -0.87 -0.31
H 0.48 0.52 -0.58
H -1.48 4.09 2.01
H 2.01 1.13 -2.65
H 0.62 0.43 -0.54
H -0.94 -0.15 -1.66
H 0.01 -0.83 0.02
H -0.87 -1.36 -0.20
H 1.00 0.10 -0.26

Entry 2:
Computed, not measured: a molecular structure, C7H14BrF6LiO8S2, with the ωB97M-V functional and the def2-TZVPD basis.

Output
spin multiplicity	2
E_tot	-4854.265919	a.u.
E_HOMO (alpha / beta)	-5.97 / -5.96	eV
orbital gap (alpha / beta)	0.2867 / 0.1416	Eh
expectation value of S²	0.75
net charge	-1

Geometry (Å):
Br: 2.788 13.399 6.234
S: 5.824 13.949 10.118
S: 2.321 10.816 10.150
F: 8.070 13.903 11.566
F: 3.199 8.370 9.638
F: 7.158 12.004 11.278
F: 8.166 12.925 9.665
F: 4.613 9.567 10.933
F: 2.756 8.703 11.792
O: 6.204 15.377 9.768
O: 0.950 10.302 10.021
O: 5.201 10.889 6.462
O: 5.394 13.219 8.972
O: 2.912 11.333 8.908
O: 6.214 14.176 5.884
O: 4.899 13.777 11.250
O: 2.611 11.878 11.179
C: 5.880 14.968 3.767
C: 7.450 13.152 10.677
C: 6.688 13.989 4.619
C: 3.341 9.221 10.705
C: 6.286 10.360 7.214
C: 7.556 10.737 6.575
C: 8.184 14.194 4.678
Li: 4.209 12.115 7.840
H: 5.139 10.330 5.685
H: 6.124 14.968 2.704
H: 4.829 14.689 3.832
H: 7.489 11.716 6.100
H: 7.777 10.098 5.720
H: 6.231 10.775 8.220
H: 6.108 9.286 7.269
H: 6.432 12.999 4.242
H: 5.484 13.553 5.904
H: 8.321 15.219 5.023
H: 8.467 10.722 7.173
H: 5.948 15.998 4.118
H: 8.713 13.494 5.324
H: 8.748 14.089 3.751

Forces on the atoms, in the same order (eV/Å):
Br -0.24 0.21 -0.13
S -0.77 4.89 2.98
S -0.15 2.96 3.02
F 0.68 0.59 0.31
F 0.93 0.02 1.31
F 0.02 -1.02 0.32
F 2.75 -0.66 -2.85
F -0.56 -1.06 -0.13
F 0.89 -0.15 -0.61
O -0.43 -3.45 0.94
O 1.80 0.32 0.06
O -0.54 0.42 -0.12
O -0.20 -2.06 -2.70
O 0.14 -1.35 -1.17
O -0.79 -0.75 2.07
O 1.92 0.41 -1.25
O -1.16 -3.33 -1.46
C 0.18 0.20 -0.89
C -4.02 1.08 1.64
C 0.46 0.50 -2.13
C -1.99 2.46 -1.51
C -0.40 -0.28 1.04
C 1.65 0.15 -1.54
C 0.60 0.39 -0.48
Li 0.28 -0.05 0.96
H -0.40 0.22 -0.15
H 0.21 -0.10 -0.13
H -0.09 -0.07 0.08
H -0.16 0.28 0.51
H -0.03 -0.40 -0.12
H -0.20 0.02 0.02
H 0.37 -0.13 0.29
H 0.20 -0.46 0.00
H -0.29 0.08 0.94
H 0.33 -0.04 0.25
H -0.30 -0.04 0.40
H 0.24 -0.06 0.22
H -0.46 0.11 0.49
H -0.49 0.16 -0.49